{"formula": "CH4O3S", "method": "ωB97M-V with the def2-TZVPD basis set", "lumo_energy_ev": 0.2, "e_tot_ev": -18076.7736, "mol_weight_g_mol": 96.11, "largest_force_ev_per_a": 8.493, "e_homo_ev": -9.38, "symbols": ["C", "O", "O", "O", "S", "H", "H", "H", "H"], "xyz": [[-0.37921, -0.08042, -0.23231], [-0.98237, -1.05642, 0.53767], [-0.54384, 1.08045, 0.38817], [0.73685, -0.37978, -0.70296], [2.18269, 0.02756, 0.16932], [-1.13769, 0.01933, -1.44515], [-0.53581, -1.89474, 0.33524], [-1.33434, 0.98331, 0.80405], [1.99371, 1.30071, 0.14597]], "forces_ev_per_angstrom": [[-7.9083, 0.0385, -3.0976], [0.2302, -0.9808, 0.5467], [3.8504, 1.9342, -0.9243], [6.6883, -0.6206, -1.7312], [-0.3098, -1.8884, -0.0462], [1.6834, -0.4434, 2.9873], [-0.3532, 0.2440, 0.0799], [-3.6537, 0.0890, 2.2536], [-0.2273, 1.6276, -0.0682]]}


{"formula": "C38H41Cl68F5N2O5PS3Si", "method": "ωB97M-V with the def2-TZVPD basis set", "lumo_energy_ev": 0.9, "e_tot_ev": -968067.6889, "mol_weight_g_mol": 3266.81, "largest_force_ev_per_a": 4.508, "e_homo_ev": -5.32, "charge": -1, "symbols": ["C", "C", "C", "C", "N", "C", "C", "C", "C", "P", "O", "N", "C", "C", "O", "C", "C", "O", "Si", "C", "C", "C", "S", "O", "O", "C", "F", "F", "C", "F", "F", "F", "C", "S", "S", "C", "C", "C", "H", "H", "H", "H", "H", "H", "H", "H", "H", "H", "H", "H", "H", "H", "H", "H", "H", "H", "H", "H", "H", "H", "H", "H", "H", "H", "H", "H", "H", "H", "H", "H", "H", "H", "H", "H", "H", "H", "H", "H", "H", "C", "Cl", "Cl", "Cl", "Cl", "C", "Cl", "Cl", "Cl", "Cl", "C", "Cl", "Cl", "Cl", "Cl", "C", "Cl", "Cl", "Cl", "Cl", "C", "Cl", "Cl", "Cl", "Cl", "C", "Cl", "Cl", "Cl", "Cl", "C", "Cl", "Cl", "Cl", "Cl", "C", "Cl", "Cl", "Cl", "Cl", "C", "Cl", "Cl", "Cl", "Cl", "C", "Cl", "Cl", "Cl", "Cl", "C", "Cl", "Cl", "Cl", "Cl", "C", "Cl", "Cl", "Cl", "Cl", "C", "Cl", "Cl", "Cl", "Cl", "C", "Cl", "Cl", "Cl", "Cl", "C", "Cl", "Cl", "Cl", "Cl", "C", "Cl", "Cl", "Cl", "Cl", "C", "Cl", "Cl", "Cl", "Cl"], "xyz": [[-6.32841, -3.95640, 0.95969], [-6.01709, -3.01182, -0.24456], [-4.61045, -3.38489, -0.76343], [-3.90708, -2.28362, -1.60684], [-2.55104, -1.92350, -1.21380], [-2.43077, -1.27918, 0.11146], [-2.64644, 0.26060, -0.10126], [-1.78096, 0.78830, -1.28172], [-1.98482, 2.32604, -1.34980], [-1.12571, 3.17551, -2.82157], [-0.37048, 1.67049, -3.22878], [0.25501, 3.70879, -1.72456], [0.07363, 4.93024, -1.03741], [1.02764, 6.10908, -1.30316], [-0.76991, 5.13989, -0.23472], [1.06518, 2.76777, -1.10584], [0.92921, 2.39510, 0.39928], [2.00223, 2.25765, -1.60352], [0.03583, 4.11288, -4.57608], [-0.42423, 5.93455, -4.85961], [-0.03985, 3.05208, -6.17643], [1.92832, 4.14825, -4.25978], [-2.92349, 2.86982, -4.10211], [-4.19707, 3.23691, -3.45376], [-2.86769, 3.85785, -5.18353], [-3.26950, 1.23719, -4.90854], [-2.46932, 0.18659, -4.73439], [-3.32856, 1.42169, -6.24487], [-4.71953, 0.74783, -4.54664], [-4.87250, 0.56484, -3.25370], [-4.83295, -0.47893, -5.10096], [-5.65933, 1.46071, -5.10025], [-1.56804, -2.82432, -1.57498], [-1.69437, -4.45019, -1.69497], [0.08237, -2.09550, -2.01327], [-0.01986, -1.93724, -3.83617], [1.39505, -2.22544, -4.41009], [2.26119, -0.94990, -4.16781], [-7.27614, -3.72167, 1.44664], [-5.47137, -3.85700, 1.64118], [-6.28269, -4.98435, 0.58849], [-6.73390, -3.31328, -1.01994], [-6.12619, -1.95960, 0.02312], [-3.96666, -3.75594, 0.04304], [-4.74431, -4.24905, -1.42894], [-4.51804, -1.37240, -1.50494], [-3.91360, -2.49620, -2.68104], [-3.12350, -1.65291, 0.87521], [-1.37808, -1.37870, 0.44576], [-2.27251, 0.79810, 0.78385], [-3.70618, 0.49313, -0.27278], [-0.76429, 0.46669, -1.06721], [-2.22615, 0.34387, -2.17397], [-1.68290, 2.74693, -0.38719], [-3.07621, 2.46738, -1.37476], [-1.74800, 4.45425, -2.49891], [0.47780, 1.77613, -3.67604], [0.83535, 6.91449, -0.59599], [0.88800, 6.51163, -2.31185], [2.06606, 5.80231, -1.14756], [0.80208, 1.31951, 0.52346], [0.15366, 2.99225, 0.89175], [1.88454, 2.67600, 0.85916], [-1.12272, 6.00933, -5.70153], [0.45935, 6.52933, -5.12868], [-0.90853, 6.34845, -3.96618], [-0.20283, 1.99926, -5.89936], [-0.88643, 3.33316, -6.80987], [0.90666, 3.10706, -6.72785], [2.33114, 3.12619, -4.26879], [2.20936, 4.64103, -3.32811], [2.41771, 4.68069, -5.09078], [-0.78511, -2.61846, -4.21543], [-0.25912, -0.89421, -4.06578], [1.31139, -2.45026, -5.47794], [1.82744, -3.05262, -3.83926], [1.70721, -0.08880, -4.55324], [2.37223, -0.80177, -3.08859], [3.21898, -1.10884, -4.66868], [-0.02932, -3.38435, 3.29960], [-1.54994, -3.87032, 4.05533], [1.21279, -4.60522, 3.65917], [-0.26822, -3.26136, 1.55884], [0.48123, -1.80967, 3.93054], [6.43873, 3.87898, -1.83182], [5.71978, 2.60292, -2.81737], [7.10874, 5.13177, -2.89442], [5.19943, 4.58698, -0.78804], [7.72513, 3.20293, -0.82622], [11.03067, 5.63461, -1.94320], [10.29748, 4.35304, -2.91476], [11.67205, 6.89156, -3.00868], [9.81876, 6.34013, -0.86869], [12.35142, 4.95774, -0.97468], [-7.74341, 1.82789, -0.90253], [-8.97670, 0.92200, -1.79667], [-8.46987, 3.30037, -0.23312], [-7.12174, 0.82715, 0.42260], [-6.42611, 2.25538, -1.98511], [-10.25708, 4.04846, -4.32853], [-10.30313, 5.72582, -3.76549], [-11.05191, 3.93526, -5.90813], [-8.58145, 3.52227, -4.47245], [-11.10742, 3.01743, -3.16780], [6.91070, -0.88392, 0.63206], [7.64807, -1.72623, -0.73914], [5.66815, 0.19391, 0.04275], [6.23162, -2.07273, 1.74794], [8.14618, 0.06027, 1.48426], [-1.27357, 8.88800, 1.84341], [-1.73783, 8.40866, 3.48341], [-1.63651, 10.60713, 1.61088], [0.46286, 8.62564, 1.63002], [-2.17674, 7.92887, 0.67210], [-3.91087, -0.65204, 6.10948], [-4.45342, -1.10350, 7.73334], [-4.10034, 1.09122, 5.88815], [-2.21168, -1.09191, 5.91131], [-4.88190, -1.50897, 4.90380], [15.05100, 9.16351, -2.84509], [15.76138, 8.31708, -4.22439], [13.77799, 10.25203, -3.41585], [14.35823, 7.98470, -1.72931], [16.30326, 10.10231, -2.01804], [4.02743, -0.81951, 5.33887], [3.00948, 0.32944, 4.44500], [5.73309, -0.62094, 4.87570], [3.85479, -0.51130, 7.07144], [3.52478, -2.47297, 4.96191], [-7.60890, -7.81759, 0.02236], [-8.55230, -6.61801, -0.87043], [-5.90193, -7.65800, -0.39946], [-7.81268, -7.55495, 1.75919], [-8.17763, -9.44260, -0.39863], [3.70868, -5.14725, 8.04268], [3.65530, -3.55899, 8.80928], [3.06605, -5.03911, 6.39966], [5.38276, -5.71777, 7.98422], [2.73080, -6.28588, 8.98085], [-0.09860, -6.86607, 11.67638], [0.98830, -5.54191, 12.11345], [-0.83093, -6.53653, 10.10254], [0.82105, -8.37823, 11.58885], [-1.36636, -7.01695, 12.89844], [-3.57588, -10.83668, 1.23853], [-2.51683, -10.59222, -0.15655], [-3.35298, -12.47700, 1.86867], [-3.17360, -9.66470, 2.49850], [-5.25679, -10.61051, 0.74325], [14.86020, 7.37469, -8.27885], [15.99604, 8.66279, -7.84586], [14.15839, 7.71957, -9.86471], [15.71830, 5.82951, -8.33680], [13.57139, 7.28763, -7.07108], [-1.98895, -8.29448, 6.01605], [-1.80445, -6.89996, 4.94977], [-1.58132, -9.76953, 5.12983], [-0.91200, -8.11555, 7.40979], [-3.66526, -8.38724, 6.57530], [-2.81407, -10.78233, 14.53926], [-3.94480, -11.61389, 13.46389], [-3.61439, -9.38111, 15.26627], [-2.29158, -11.89020, 15.81602], [-1.41076, -10.24035, 13.61490]], "forces_ev_per_angstrom": [[0.9136, 0.7445, -0.6272], [0.0717, -1.4946, 0.4040], [-0.2523, -0.0515, -0.7931], [-0.8744, 0.2553, 0.5325], [-0.0933, -1.4513, 0.2637], [1.0261, 2.4796, -1.0261], [0.6751, -0.3934, -0.0035], [-1.7860, 0.4581, 1.1382], [-0.3762, -1.2084, -0.2553], [1.8493, -0.0129, 1.5360], [-0.1647, -0.3387, 0.0649], [0.3555, 0.6362, 0.0215], [1.5012, 0.8488, -0.4801], [0.2325, -0.4102, -0.2058], [-2.0377, -0.2102, 1.6128], [-0.5836, 0.4875, 2.7610], [-0.4618, 1.3808, -0.0906], [2.1827, -1.4968, -2.4595], [0.4987, 0.3351, -1.1711], [-0.0957, -0.2194, -0.2524], [-0.2271, 0.0438, 0.3251], [-0.1982, -0.2026, -0.1581], [-2.5404, 3.6648, -0.6630], [0.1100, -1.8991, 1.2224], [1.8285, -0.9385, -0.8912], [-1.7830, -0.7270, -1.1597], [0.7377, 0.1477, 0.8283], [0.1975, 0.4149, -0.2197], [1.4026, -1.2722, -0.7511], [0.0142, -0.0276, 0.4740], [-0.0659, -0.5132, -0.1926], [-0.7200, 0.9674, 0.2083], [0.7747, 0.2063, -0.2809], [-0.2850, 0.1797, -0.3160], [-0.3642, -0.1441, 0.7437], [0.3368, 0.0042, -0.1256], [-0.4369, 1.0280, 0.8911], [-0.6488, -1.1138, -0.2020], [0.0978, -0.2090, 0.0253], [-0.4704, -0.0222, 0.3068], [-0.3272, 0.0715, 0.1946], [-0.0270, 0.7275, -0.0151], [0.0104, -0.0480, -0.0919], [-0.0460, 0.3443, -0.0591], [0.1482, 0.0130, 0.2873], [0.3157, -0.0416, -0.0022], [0.1308, -0.2021, 0.2259], [0.1483, -0.4587, -0.3079], [-0.8458, -0.0866, -0.1567], [-0.5070, -0.1947, 0.1240], [0.1524, 0.0356, 0.1736], [0.0510, 0.1039, -0.6300], [0.7437, -0.1557, -0.1399], [0.2198, 0.3643, -0.3834], [0.2359, 0.2561, -0.2901], [-0.5096, -0.2733, -0.2530], [-0.0050, 0.1620, 0.0867], [-0.2852, -0.1963, 0.0118], [0.2252, -0.2727, 0.0104], [0.0202, -0.0927, -0.3946], [-0.1756, 0.1217, -0.1367], [-0.0574, -0.4570, 0.0716], [-0.0933, -0.1454, -0.0894], [-0.0573, -0.0305, 0.2807], [-0.1073, -0.0975, 0.2555], [0.0629, 0.0694, -0.1978], [0.0794, 0.1659, -0.0735], [0.2074, 0.0301, 0.0207], [-0.1844, 0.0603, 0.0059], [0.0388, 0.1824, 0.2246], [0.0284, -0.1779, -0.0510], [-0.2354, -0.0641, 0.0761], [0.0941, 0.0612, 0.1032], [-0.3655, -0.2400, 0.0116], [0.1022, -0.0675, 0.1618], [-0.0150, -0.1516, -0.4607], [0.3974, 0.0232, -0.1723], [0.2738, 0.0512, -0.1874], [0.0437, 0.4908, 0.2128], [0.0044, 0.1367, -0.1328], [0.0169, 0.0632, -0.0453], [-0.1368, 0.0371, -0.1262], [0.2872, -0.3886, 0.2331], [-0.2332, -0.1913, -0.1104], [-0.1425, -0.0223, -0.1193], [0.0170, 0.0832, 0.0765], [-0.3187, -0.0288, 0.0695], [0.0298, -0.0090, -0.0464], [-0.0112, -0.0363, 0.0375], [-0.1023, -0.0519, -0.0868], [0.3625, 0.0673, 0.0415], [-0.3459, -0.1501, -0.1354], [0.0970, -0.0137, -0.0159], [-0.0042, 0.0251, -0.0128], [0.1939, 0.1485, -0.2550], [0.1377, -0.1839, 0.1650], [-0.0551, -0.0505, 0.0172], [-0.0341, 0.0071, 0.0398], [-0.3790, 0.3446, 0.5798], [0.1299, -0.0582, 0.0058], [-0.0236, -0.0427, -0.0142], [-0.0151, 0.0169, 0.0337], [-0.1089, 0.0467, 0.0135], [-0.1365, 0.2079, -0.1502], [0.1178, -0.0601, -0.0044], [0.0695, -0.0005, 0.0241], [-0.2849, 0.0766, -0.0148], [-0.0572, -0.0355, -0.0904], [0.0739, -0.0097, 0.0096], [-0.1707, -0.1147, -0.1377], [0.0220, 0.0294, -0.0156], [0.0269, -0.0036, 0.0299], [-0.0361, 0.0295, 0.0342], [0.1466, 0.1047, 0.1309], [0.0414, 0.0358, -0.0195], [0.0035, 0.0028, -0.0445], [-0.0039, -0.0747, 0.0028], [-0.1306, 0.1277, 0.0864], [0.0349, 0.0119, 0.0325], [0.0210, -0.0608, 0.0621], [-0.0049, 0.0486, 0.0497], [0.0261, -0.0384, 0.0030], [0.3630, 0.1805, 0.1253], [-0.0409, -0.0082, -0.0428], [0.1049, 0.0180, -0.2459], [0.2674, -0.0642, 0.0716], [-0.3050, 0.1186, 0.1199], [-0.0142, 0.0215, -0.0783], [0.3961, 0.7056, -0.0002], [0.0839, 0.1130, 0.0036], [0.0199, -0.0517, 0.0298], [-0.1386, 0.2567, -0.1275], [0.0064, -0.0370, -0.0521], [-0.0196, 0.0333, -0.0040], [0.0028, -0.1108, -0.0544], [-0.0169, -0.0598, -0.0133], [-0.1230, -0.5678, 0.4382], [-0.0461, 0.0219, 0.0027], [0.0511, 0.0028, -0.0489], [-0.0837, 0.1637, 0.0278], [-0.0366, -0.0638, 0.0079], [0.0678, 0.0466, 0.2739], [0.0050, 0.0219, -0.0196], [0.0611, 0.1932, -0.0927], [-0.0757, 0.1324, -0.0416], [-0.0288, -0.0128, 0.0530], [0.0015, 0.0414, -0.0082], [-0.1702, -0.1194, -0.4001], [0.1296, -0.3596, 0.1322], [-0.0477, 0.0055, 0.0187], [-0.0602, -0.0671, -0.0228], [0.0332, -0.0099, 0.0539], [-0.0225, 0.0585, 0.0107], [0.0733, 0.0072, -0.0682], [0.0462, -0.0344, -0.0368], [0.0095, -0.1477, 0.0864], [0.1903, 0.0676, 0.4280], [-0.0850, -0.0916, -0.2461], [0.0513, -0.0181, -0.0024], [0.0509, -0.0305, -0.0443], [0.0325, 0.0339, 0.0457], [0.0220, -0.0286, -0.0198], [-0.0299, 0.0398, -0.0294], [-0.0753, -0.2333, 0.0878]]}


{"formula": "C3H4O3S", "method": "ωB97M-V with the def2-TZVPD basis set", "lumo_energy_ev": 0.4, "e_tot_ev": -20151.1341, "mol_weight_g_mol": 120.13, "largest_force_ev_per_a": 5.015, "e_homo_ev": -10.26, "smiles": "O=C1OCOCS1", "symbols": ["C", "C", "C", "H", "H", "H", "H", "O", "O", "O", "S"], "xyz": [[-1.16896, -0.24398, 0.05497], [1.16411, 0.72893, 0.72423], [0.94409, -1.22294, -0.51068], [0.84104, 0.32133, 1.85043], [1.63911, 1.81536, 0.98239], [0.60204, -0.76738, -1.43654], [1.31032, -2.33860, -0.50780], [-2.39063, -0.45689, 0.16686], [1.91944, -0.26235, -0.09234], [-0.19258, -1.24206, 0.34208], [-0.29486, 1.31797, -0.36453]], "forces_ev_per_angstrom": [[-2.6025, -1.0993, 0.4619], [0.2899, 1.6300, 1.2541], [-0.0743, -0.6768, 0.0516], [0.6017, 0.8432, -3.4180], [-0.0674, -3.0581, -1.1538], [0.1062, -1.0955, -0.6960], [-0.2619, 2.5388, -0.2335], [4.9133, 0.8852, -0.4746], [-0.9225, 1.2718, 2.7680], [-1.8431, 0.4235, -0.4195], [-0.1394, -1.6628, 1.8599]]}